Record 1
Molecular formula: C15H14N5O2STc
Method: DFT, the ωB97M-V functional and the def2-TZVPD basis

Positions of all 38 atoms, in Å:
1 Tc 0.01380 -0.77627 -0.38525
2 O -1.38212 -2.94480 2.69698
3 C -1.26941 -2.32817 1.70071
4 N 0.00994 -1.91536 1.13201
5 C 1.28643 -2.34626 1.69582
6 O 1.39387 -2.96372 2.69191
7 C 2.39863 -1.95603 0.79078
8 C 3.69457 -2.32025 1.00713
9 C 4.64344 -1.98840 0.03646
10 C 4.25004 -1.30005 -1.10797
11 C 2.93295 -0.93909 -1.25552
12 N 2.01179 -1.25397 -0.30832
13 C -2.38010 -1.92371 0.79979
14 C -3.67928 -2.27383 1.01946
15 C -4.62670 -1.93098 0.05129
16 C -4.22860 -1.24827 -1.09493
17 C -2.90787 -0.90288 -1.24642
18 N -1.98835 -1.22631 -0.30040
19 H 3.94632 -2.86849 1.90721
20 H 5.67768 -2.28132 0.16721
21 H 4.95685 -1.04802 -1.88671
22 H 2.59161 -0.38757 -2.12290
23 H -3.93457 -2.82026 1.91965
24 H -5.66396 -2.21153 0.18518
25 H -4.93447 -0.98912 -1.87223
26 H -2.56180 -0.35724 -2.11565
27 S 0.04290 1.00463 0.92637
28 C -0.00151 2.58507 0.08703
29 N -0.05970 3.64263 0.85228
30 C -0.03752 4.90332 0.04933
31 C -0.03695 4.36381 -1.40177
32 N 0.02978 2.88349 -1.19043
33 H -0.08179 3.61796 1.86346
34 H 0.85570 5.47062 0.29144
35 H -0.91264 5.50191 0.27941
36 H 0.82558 4.69334 -1.97139
37 H -0.94289 4.61297 -1.94514
38 H 0.06837 2.22212 -1.94592

Results
Total charge   +3
Molar mass   426.4 g/mol
HOMO level (alpha / beta)   -19.3 / -19.2 eV
Spin multiplicity   2
Frontier orbital gap (alpha / beta)   0.2162 / 0.2297 Eh

Record 2
Molecular formula: C15H14N5OPd
Method: DFT, the ωB97M-V functional and the def2-TZVPD basis

Positions of all 36 atoms, in Å:
1 Pd -0.00659 -0.04897 -0.08446
2 O 2.16698 -1.32306 -3.18485
3 C 1.40099 -1.18173 -2.25125
4 N 0.88932 -0.02830 -1.78974
5 C 1.35675 1.24767 -2.28346
6 C 0.68838 2.33272 -1.48931
7 C 0.75469 3.66613 -1.86547
8 C 0.13823 4.62707 -1.08760
9 C -0.54144 4.23586 0.05944
10 C -0.57727 2.89748 0.37689
11 N 0.02113 1.96431 -0.37621
12 C 0.89900 -2.35864 -1.44131
13 C 1.16941 -3.65787 -1.81271
14 C 0.69107 -4.68995 -1.02039
15 C -0.03153 -4.38426 0.12306
16 C -0.25583 -3.05708 0.43835
17 N 0.19352 -2.06566 -0.33281
18 H 1.13509 1.37436 -3.34694
19 H 2.44464 1.34039 -2.18107
20 H 1.28889 3.93524 -2.76623
21 H 0.18289 5.66988 -1.37094
22 H -1.03836 4.95331 0.69551
23 H -1.09233 2.53744 1.25698
24 H 1.75156 -3.82289 -2.70865
25 H 0.88198 -5.72032 -1.28807
26 H -0.41573 -5.15961 0.76981
27 H -0.80051 -2.76756 1.32654
28 N -2.33374 -0.26292 3.44513
29 C -1.13786 0.13672 3.98870
30 C -0.28391 0.26965 2.94171
31 N -0.94754 -0.05716 1.77489
32 C -2.18226 -0.36468 2.11436
33 H -3.18625 -0.43944 3.95051
34 H -1.00530 0.28330 5.04518
35 H 0.75036 0.56601 2.93870
36 H -2.96840 -0.64744 1.43572

Results
Total charge   +1
Molar mass   386.7 g/mol
HOMO level   -11.6 eV
Frontier orbital gap   0.3215 Eh

Record 3
Molecular formula: C15H15Br2F9N2O5
Method: DFT, the ωB97M-V functional and the def2-TZVPD basis

Positions of all 48 atoms, in Å:
1 N -2.36391 5.44711 1.82598
2 C -2.00679 4.26747 1.36078
3 C -1.46074 2.69251 1.28278
4 Br -2.45483 1.74070 -0.17008
5 C 0.20048 2.63425 1.10097
6 Br 0.59006 0.68711 0.64602
7 C 0.67035 3.52456 -0.19227
8 N 0.84172 4.47581 -1.08639
9 C 0.83062 3.10337 2.53897
10 C 2.32594 3.77028 2.46267
11 O 3.28697 3.01106 1.61138
12 C 2.31686 5.39918 2.11802
13 F 0.91301 5.92591 1.96454
14 F 3.05790 6.21097 3.12231
15 F 3.04247 5.59536 0.81569
16 H -1.68777 2.09547 2.29134
17 H 0.10885 3.80746 3.16086
18 H 0.94010 2.11483 3.19620
19 H 2.77637 3.69946 3.56610
20 H 3.89019 2.50292 2.25210
21 C 6.11893 -3.67004 -0.73536
22 C 4.68469 -3.71060 -1.23021
23 O 3.77040 -3.74947 -0.12425
24 C 3.48201 -2.54404 0.46301
25 O 3.96041 -1.47383 0.09776
26 C 2.46398 -2.72311 1.58806
27 F 2.75227 -3.78426 2.39634
28 F 1.20500 -2.94100 1.11068
29 F 2.37759 -1.63742 2.40766
30 H 6.31526 -4.50599 -0.05579
31 H 6.81933 -3.72247 -1.57368
32 H 6.31757 -2.75151 -0.17522
33 H 4.52293 -4.62592 -1.80839
34 H 4.46186 -2.86708 -1.89365
35 C -6.90949 -3.05780 -1.52287
36 C -5.69637 -3.39645 -2.36977
37 O -5.28641 -2.25784 -3.14185
38 C -4.51157 -1.33336 -2.48913
39 O -4.17147 -1.43418 -1.31364
40 C -4.10711 -0.20488 -3.43629
41 F -5.14769 0.24402 -4.19667
42 F -3.13704 -0.59377 -4.31272
43 F -3.61649 0.88792 -2.78589
44 H -7.71607 -2.66013 -2.14774
45 H -7.27337 -3.94431 -0.99583
46 H -6.67186 -2.28813 -0.78257
47 H -5.95624 -4.18620 -3.08183
48 H -4.86887 -3.77391 -1.75812

Results
Molar mass   634.1 g/mol
SMILES   N#C[C@@H](Br)[C@@](Br)(C#N)C[C@@H](O)C(F)(F)F.CCOC(=O)C(F)(F)F.CCOC(=O)C(F)(F)F
HOMO level   -10.4 eV
Frontier orbital gap   0.3665 Eh

Record 4
Molecular formula: C15H15CuN5O8P2Se
Method: DFT, the ωB97M-V functional and the def2-TZVPD basis

Positions of all 47 atoms, in Å:
1 Cu 0.40706 0.32172 0.94996
2 Se -6.15486 -2.90511 -1.17027
3 N -4.67218 -3.46185 -0.33293
4 C -3.94178 -2.40535 -0.10515
5 C -2.65040 -2.45272 0.58974
6 C -2.10544 -3.63918 1.07257
7 C -0.90959 -3.59448 1.75171
8 C -0.28389 -2.36481 1.91715
9 N -0.78848 -1.22942 1.45595
10 C -1.95558 -1.26777 0.78999
11 C -2.48352 0.02150 0.28660
12 N -1.71306 1.09268 0.48749
13 C -2.14367 2.27200 0.08358
14 C -3.37858 2.44569 -0.54322
15 C -4.17036 1.34168 -0.76721
16 C -3.71959 0.09124 -0.34388
17 C -4.47907 -1.14386 -0.55371
18 N -5.64370 -1.18850 -1.14052
19 H -2.63138 -4.56955 0.90597
20 H -0.44914 -4.48861 2.14470
21 H 0.65663 -2.27783 2.44395
22 H -1.47193 3.10352 0.25608
23 H -3.69124 3.43123 -0.85502
24 H -5.12815 1.41972 -1.26311
25 N 4.43310 -0.06699 -0.53389
26 C 3.30208 0.71372 -1.17801
27 C 3.76206 1.46373 -2.41050
28 P 1.96836 -0.54096 -1.57844
29 O 2.99716 -1.69710 -2.10578
30 O 1.08934 -0.09786 -2.67119
31 O 1.42767 -1.02800 -0.24580
32 P 2.63443 1.70973 0.23441
33 O 3.30111 3.14321 0.12212
34 O 1.15233 1.78420 -0.08997
35 O 3.13570 0.90052 1.39209
36 H 4.49169 -1.01656 -0.90916
37 H 4.15774 -0.02813 0.48590
38 H 5.32534 0.41010 -0.66447
39 H 4.12477 0.78394 -3.18420
40 H 4.54234 2.18703 -2.16221
41 H 2.91386 2.00774 -2.81997
42 H 2.59113 -2.22344 -2.79746
43 H 2.90628 3.69061 0.81456
44 O 1.46966 3.12448 2.34578
45 C 0.81434 2.35820 3.04855
46 O 0.34589 1.21086 2.75311
47 H 0.61550 2.65905 4.09412

Results
Molar mass   597.8 g/mol
HOMO level (alpha / beta)   -8.6 / -8.6 eV
Spin multiplicity   2
Frontier orbital gap (alpha / beta)   0.2799 / 0.2807 Eh